(1)
Entry from OMol25: C23H26FGaN5O5Se4 as an isolated structure (wB97M-V/def2-TZVPD).

The geometry in XYZ format:
```
65
Properties=species:S:1:pos:R:3:nbo_charge:R:1
Ga 4.96 1.18 0.76 1.32
Se 4.54 3.60 0.49 -0.40
Se 6.78 4.25 0.21 0.01
Se 7.47 2.59 -1.26 0.00
Se 7.28 0.71 0.13 -0.32
C -2.26 -1.72 2.19 -0.63
C -1.63 -0.45 2.76 -0.20
N -0.44 0.00 2.01 -0.33
C 0.77 -0.25 2.52 0.18
C 1.95 0.11 1.94 -0.33
C 3.23 -0.32 2.60 0.82
O 3.22 -1.28 3.36 -0.65
O 4.28 0.36 2.32 -0.84
C 1.94 0.77 0.68 0.52
O 2.96 1.11 0.03 -0.71
C 0.63 1.03 0.12 -0.08
C 0.53 1.68 -1.11 -0.20
C -0.69 1.89 -1.68 0.34
F -0.75 2.48 -2.90 -0.32
C -1.89 1.49 -1.06 0.13
C -1.78 0.88 0.19 -0.27
C -0.54 0.62 0.78 0.20
N -3.16 1.70 -1.62 -0.46
C -3.39 2.63 -2.71 -0.23
C -4.90 2.93 -2.76 -0.24
N -5.46 2.69 -1.39 -0.49
C -5.47 1.23 -1.07 -0.23
C -4.15 0.63 -1.60 -0.24
H -2.86 -2.20 2.96 0.23
H -1.47 -2.41 1.88 0.26
H -2.89 -1.52 1.33 0.19
H -1.30 -0.64 3.77 0.23
H -2.34 0.38 2.80 0.20
H 0.79 -0.79 3.46 0.24
H 1.43 2.01 -1.60 0.27
H -2.69 0.61 0.71 0.21
H -3.07 2.25 -3.68 0.22
H -2.84 3.55 -2.51 0.24
H -5.43 2.27 -3.45 0.23
H -5.09 3.96 -3.05 0.25
H -6.39 3.09 -1.28 0.45
H -4.83 3.15 -0.73 0.45
H -6.33 0.76 -1.53 0.23
H -5.54 1.12 0.01 0.23
H -4.30 0.24 -2.62 0.20
H -3.82 -0.20 -0.99 0.26
O 0.55 -3.16 2.97 -0.74
C 0.93 -4.26 2.20 0.09
N 1.85 -3.90 1.13 -0.62
C 1.47 -3.06 0.14 0.67
O 0.30 -2.81 -0.12 -0.63
C 2.56 -2.37 -0.62 -0.19
C 2.29 -1.94 -1.92 -0.11
C 3.22 -1.15 -2.56 -0.25
C 4.34 -0.73 -1.85 0.07
N 4.59 -1.12 -0.60 -0.45
C 3.75 -1.97 -0.02 0.06
H 1.34 -2.64 3.21 0.49
H 0.03 -4.68 1.76 0.19
H 1.43 -5.03 2.79 0.18
H 2.83 -3.99 1.33 0.41
H 1.35 -2.20 -2.38 0.24
H 3.06 -0.81 -3.58 0.23
H 5.06 -0.05 -2.29 0.22
H 4.02 -2.28 0.98 0.21
```

As for the highest occupied orbital energy: -0.33289 Eh. As for the total charge: +1. The strongest force on any atom comes out at 0.78 eV/Å.



(2)
Entry from OMol25: C23H26I2N3O4V as an isolated structure at a distorted geometry (wB97M-V/def2-TZVPD).

The geometry in XYZ format:
```
59
Properties=species:S:1:pos:R:3:nbo_charge:R:1
V -1.37 0.32 0.19 1.69
C 3.93 -2.33 -0.99 -0.40
N 2.67 -3.01 -1.20 -0.45
C 2.60 -3.57 -2.54 -0.42
C 0.94 -1.11 -1.25 0.13
O -0.32 -0.82 -0.59 -0.59
C 1.81 0.15 -0.93 -0.08
O 1.36 0.87 0.20 -0.53
C 1.86 0.48 1.45 -0.16
C 0.72 0.18 2.42 0.70
O -0.46 0.19 2.04 -0.71
N 1.04 -0.09 3.68 -0.36
C -0.05 -0.32 4.64 -0.42
C 2.40 -0.01 4.20 -0.42
H 4.75 -3.01 -1.22 0.22
H 4.03 -2.02 0.05 0.18
H 4.06 -1.44 -1.64 0.16
H 3.42 -4.28 -2.67 0.20
H 2.68 -2.80 -3.32 0.18
H 1.66 -4.11 -2.69 0.23
H 1.75 0.84 -1.76 0.21
H 2.86 -0.12 -0.79 0.20
H 2.47 1.30 1.86 0.22
H 2.51 -0.40 1.38 0.22
H -0.86 -0.85 4.15 0.24
H -0.43 0.62 5.04 0.22
H 0.33 -0.93 5.46 0.22
H 3.12 -0.36 3.47 0.22
H 2.47 -0.66 5.07 0.23
H 2.66 1.00 4.50 0.22
C 0.52 -1.17 -2.67 -0.31
C -0.37 -2.08 -3.20 -0.18
C -0.93 -3.18 -2.58 -0.31
C -0.59 -3.79 -1.33 -0.21
C 0.43 -3.50 -0.50 -0.23
C 1.48 -2.42 -0.63 -0.02
H 0.79 -0.33 -3.31 0.21
H -0.72 -1.85 -4.20 0.22
H -1.70 -3.70 -3.14 0.21
H -1.22 -4.64 -1.06 0.22
H 0.56 -4.13 0.37 0.21
H 1.76 -2.16 0.39 0.16
I -5.28 0.57 -3.08 0.24
C -4.45 2.06 -1.89 -0.18
C -4.97 3.37 -1.91 -0.24
C -4.46 4.37 -1.14 -0.14
I -5.31 6.28 -1.24 0.21
C -3.36 4.11 -0.28 -0.15
C -2.71 5.04 0.56 -0.07
C -1.64 4.65 1.33 -0.27
C -1.20 3.32 1.27 0.11
N -1.78 2.43 0.49 -0.54
C -2.84 2.80 -0.27 0.19
C -3.39 1.75 -1.06 0.24
O -2.84 0.55 -0.95 -0.67
H -5.81 3.57 -2.56 0.25
H -3.06 6.07 0.59 0.25
H -1.14 5.35 1.97 0.24
H -0.36 2.99 1.86 0.21
```

As for the highest occupied orbital energy (spin up / spin down): -0.30292 / -0.30484 Eh. As for the total charge: +1. The expectation value of S² is 0.9615. The multiplicity is 2. The strongest force on any atom comes out at 2.65 eV/Å.



(3)
Entry from OMol25: the molecule C23H26N2O6S (wB97M-V/def2-TZVPD).

The geometry in XYZ format:
```
58
Properties=species:S:1:pos:R:3:nbo_charge:R:1
C -1.44 -1.67 -4.85 -0.25
H -0.54 -2.24 -4.58 0.18
O -2.35 -1.60 -3.77 -0.49
C -1.97 -0.98 -2.63 0.34
C -0.72 -0.41 -2.42 -0.42
C -0.43 0.22 -1.21 0.42
C -1.39 0.28 -0.21 -0.18
C -2.63 -0.31 -0.42 -0.11
C -2.93 -0.93 -1.61 -0.30
H -3.89 -1.39 -1.79 0.23
H -3.38 -0.26 0.36 0.22
C -1.10 0.99 1.09 -0.07
N -0.90 0.07 2.20 -0.40
C -1.72 0.32 3.23 0.61
O -1.79 -0.24 4.31 -0.63
C -2.59 1.46 2.82 0.33
C -2.25 1.85 1.57 -0.22
C -2.95 2.81 0.72 0.52
O -4.05 3.27 1.00 -0.51
C -2.32 3.14 -0.57 -0.31
C -2.97 3.22 -1.78 -0.20
C -2.12 3.58 -2.84 -0.26
C -0.84 3.81 -2.43 -0.41
S -0.65 3.57 -0.75 0.46
H 0.00 4.13 -3.02 0.24
H -2.45 3.68 -3.86 0.23
H -4.01 3.00 -1.88 0.24
O -3.51 1.90 3.66 -0.61
H -3.45 1.37 4.47 0.51
C 0.07 -0.99 2.15 -0.21
H -0.05 -1.54 1.22 0.20
H -0.14 -1.66 2.99 0.24
C 1.51 -0.46 2.27 -0.22
N 2.46 -1.54 2.12 -0.45
C 3.70 -1.33 2.85 -0.25
C 4.55 -2.59 2.73 -0.07
H 5.52 -2.45 3.22 0.19
O 4.84 -2.90 1.38 -0.52
C 3.64 -3.08 0.66 -0.07
H 3.93 -3.29 -0.37 0.19
C 2.76 -1.83 0.73 -0.25
H 1.83 -2.01 0.19 0.20
H 3.29 -0.99 0.26 0.16
H 3.08 -3.93 1.07 0.17
H 4.02 -3.43 3.20 0.17
H 3.47 -1.15 3.90 0.21
H 4.26 -0.47 2.45 0.17
H 1.67 0.33 1.51 0.18
H 1.63 -0.01 3.26 0.20
H -0.19 1.59 0.96 0.24
O 0.78 0.79 -0.93 -0.53
C 1.75 0.88 -1.95 -0.26
H 2.10 -0.11 -2.26 0.18
H 2.57 1.44 -1.53 0.20
H 1.36 1.42 -2.82 0.18
H 0.03 -0.45 -3.20 0.23
H -1.97 -2.20 -5.64 0.20
H -1.16 -0.68 -5.20 0.18
```

As for the highest occupied orbital energy: -0.31021 Eh. The strongest force on any atom comes out at 0.95 eV/Å.



(4)
Entry from OMol25: an isolated ion of composition C23H26N3O5S and charge +1 at a distorted geometry (wB97M-V/def2-TZVPD).

The geometry in XYZ format:
```
58
Properties=species:S:1:pos:R:3:nbo_charge:R:1
C 5.19 1.89 0.90 -0.62
C 4.05 0.81 0.71 -0.22
N 2.66 1.25 0.36 -0.43
C 2.72 1.60 -1.08 -0.17
H 3.85 1.92 -1.57 0.22
C 2.34 0.46 -1.78 -0.27
N 0.92 0.30 -1.56 -0.54
C 0.05 0.40 -2.78 0.73
O 0.57 0.75 -3.78 -0.50
C -1.43 0.57 -2.51 -0.25
C -2.39 0.06 -3.35 -0.17
C -3.62 0.10 -3.26 0.15
C -4.05 0.80 -2.27 0.31
C -3.40 1.09 -1.04 -0.20
C -1.89 0.92 -1.32 -0.14
H -1.27 1.41 -0.35 0.21
H -3.68 1.66 -0.24 0.23
O -5.49 1.01 -1.85 -0.52
C -6.42 0.74 -3.14 -0.12
C -5.88 -0.29 -3.83 -0.10
H -6.34 -0.49 -4.88 0.24
O -4.51 -0.14 -4.11 -0.45
H -6.02 -1.31 -3.28 0.19
H -7.38 0.79 -2.59 0.25
H -6.22 1.47 -3.72 0.18
H -1.98 -0.18 -4.48 0.24
C 0.55 -0.54 -0.70 0.36
N 0.98 -0.77 0.55 -0.55
C 0.66 -1.48 1.52 0.04
C 1.10 -1.69 2.70 -0.24
C 0.44 -2.85 3.45 0.26
C -0.51 -3.57 2.88 0.24
C -1.15 -3.31 1.70 -0.23
C -0.36 -2.26 0.87 -0.23
S -0.78 -1.81 -0.71 0.43
H -2.09 -3.98 1.39 0.27
O -0.96 -4.49 3.78 -0.50
C -0.25 -3.99 5.18 0.21
O 0.76 -3.17 4.75 -0.46
H -0.78 -3.91 6.08 0.21
H 0.32 -4.92 5.23 0.18
H 1.93 -1.12 3.35 0.24
H 2.91 -0.49 -1.46 0.23
H 2.53 0.67 -2.89 0.29
H 2.08 2.29 -1.12 0.20
C 2.29 2.50 1.13 -0.22
C 2.21 2.19 2.66 -0.62
H 3.16 2.01 3.07 0.21
H 1.52 1.07 2.82 0.20
H 1.80 2.87 3.41 0.26
H 1.34 2.68 0.86 0.21
H 3.01 3.22 1.12 0.23
H 1.96 0.38 0.45 0.46
H 4.38 0.14 0.07 0.20
H 3.97 0.44 1.75 0.22
H 5.17 2.48 0.10 0.20
H 6.28 1.29 1.00 0.25
H 5.15 2.53 1.80 0.22
```

As for the highest occupied orbital energy: -0.37579 Eh. As for the total charge: +1. The strongest force on any atom comes out at 15.03 eV/Å.